# 1
Entry from the Open Molecules 2025 dataset: C5H10N as an isolated structure at a distorted geometry (ωB97M-V/def2-TZVPD).

Output
Total charge   +1
HOMO level   -13.52 eV
Gap between HOMO and LUMO   10.2 eV
E_tot   -6825.600 eV
LUMO   -3.28 eV
Energy above the lowest of the compared OMol25 structures with the same formula, charge and spin   444.1 kJ/mol

```
16
Properties=species:S:1:pos:R:3:mulliken_charge:R:1
C 2.3889 -0.1410 0.0109 -0.514
C 2.2853 -0.9320 1.0663 -0.193
C 0.9918 -0.5800 -0.3125 -0.419
C -0.7421 0.8770 -1.1460 -0.994
C -1.0740 -0.4163 0.7618 -1.045
N -0.0356 0.3835 0.0525 -0.022
H 3.1185 0.4336 -0.4753 0.406
H 1.9235 -1.3507 1.9816 0.375
H 0.6929 -1.5112 -0.7390 0.500
H -1.2296 0.0885 -1.5968 0.404
H -1.4635 1.5500 -0.8217 0.449
H -0.1009 1.4141 -1.7550 0.376
H -1.9096 0.0760 1.0937 0.458
H -1.5584 -1.2756 0.2095 0.394
H -0.8121 -0.8742 1.6895 0.353
H 0.3364 1.1526 0.6870 0.471
```

=====

# 2
Entry from the Open Molecules 2025 dataset: C5H10N as an isolated structure at a distorted geometry (ωB97M-V/def2-TZVPD).

Output
Total charge   +1
HOMO level   -15.66 eV
Gap between HOMO and LUMO   11.6 eV
E_tot   -6825.987 eV
LUMO   -4.11 eV
Energy above the lowest of the compared OMol25 structures with the same formula, charge and spin   406.7 kJ/mol

```
16
Properties=species:S:1:pos:R:3:mulliken_charge:R:1
C 0.2581 0.2514 0.1233 -0.003
C 1.2544 0.7678 1.1435 -0.320
C -2.2618 0.5190 0.7925 -0.947
C 2.3725 -0.3249 -1.1272 -0.748
C -1.6228 -0.2294 -0.2187 -0.318
N 1.4505 0.2030 -0.2567 0.134
H 1.4449 1.8963 1.2220 0.252
H 1.3875 0.1121 1.9488 0.288
H -2.0299 0.2133 1.8505 0.299
H -3.2994 0.2946 0.6655 0.349
H -1.9842 1.5982 0.7194 0.303
H 2.3447 -1.4209 -1.0174 0.356
H 3.4032 -0.0223 -0.6806 0.308
H 2.2626 -0.2082 -2.1898 0.320
H -1.9085 -0.0430 -1.2285 0.351
H -1.6754 -1.2258 -0.1231 0.377
```